No. 1
The following is a DFT calculation (ωB97M-V/def2-TZVPD) of 7 unconnected molecules or ions with the total composition C38H48N10O4P.

**E_HOMO**: -10.75 eV
**Maximum force**: 0.63 eV/Å
**LUMO**: -2.28 eV
**Electronic energy**: -2666.35308 a.u.
**HOMO-LUMO gap**: 8.5 eV

ORCA input file:
```
! RIJCOSX wB97M-V def2-TZVPD def2/J DEFGRID3
* xyz 1 1
C 4.13 -0.69 -1.61
P 4.15 0.96 -0.86
C 5.69 0.87 0.13
N 2.97 0.60 0.47
C 2.74 1.28 1.60
N 1.77 0.79 2.35
C 1.31 -0.26 1.64
N 0.26 -0.99 1.99
O -0.34 -0.70 3.19
C -0.32 -2.07 1.22
O -1.61 -1.80 0.79
C -2.71 -2.17 1.63
O -3.20 -1.09 2.33
C -3.64 -0.01 1.51
C -2.55 1.06 1.36
O -3.13 2.34 1.20
N 2.05 -0.44 0.52
H 3.24 -0.80 -2.24
H 4.16 -1.50 -0.87
H 5.04 -0.77 -2.21
H 5.58 0.24 1.02
H 6.47 0.44 -0.50
H 5.99 1.87 0.44
H 3.31 2.16 1.84
H 0.21 -1.08 3.89
H -0.27 -3.00 1.80
H 0.30 -2.19 0.33
H -2.38 -2.91 2.36
H -3.46 -2.60 0.96
H -4.49 0.45 1.99
H -3.96 -0.37 0.53
H -1.90 0.83 0.52
H -1.95 1.07 2.27
H -3.06 2.62 0.29
H 1.97 -1.13 -0.22
N 1.93 -0.75 -4.17
C 2.50 -1.27 -5.25
C 2.54 -0.63 -6.48
C 1.96 0.62 -6.59
C 1.35 1.18 -5.47
C 1.36 0.45 -4.29
H 2.95 -2.25 -5.14
H 3.02 -1.10 -7.33
H 1.97 1.16 -7.53
H 0.89 2.15 -5.51
H 0.89 0.85 -3.40
N 1.47 4.79 -3.46
C 1.85 3.93 -2.52
C 2.00 4.27 -1.19
C 1.77 5.58 -0.80
C 1.38 6.49 -1.77
C 1.25 6.05 -3.08
H 2.03 2.91 -2.85
H 2.30 3.51 -0.47
H 1.87 5.89 0.23
H 1.18 7.53 -1.52
H 0.95 6.74 -3.86
N -3.75 4.38 -1.49
C -2.55 4.29 -2.05
C -2.01 5.26 -2.88
C -2.77 6.39 -3.15
C -4.02 6.50 -2.57
C -4.47 5.47 -1.75
H -1.97 3.40 -1.83
H -1.02 5.13 -3.31
H -2.39 7.18 -3.79
H -4.65 7.36 -2.74
H -5.44 5.52 -1.28
N 1.82 -3.51 -1.00
C 1.68 -4.41 -0.02
C 2.44 -5.56 0.08
C 3.41 -5.80 -0.88
C 3.55 -4.89 -1.92
C 2.74 -3.77 -1.94
H 0.92 -4.20 0.71
H 2.27 -6.23 0.91
H 4.03 -6.69 -0.83
H 4.28 -5.05 -2.70
H 2.82 -3.04 -2.74
N -0.07 -6.03 2.34
C 0.12 -7.12 3.08
C -0.73 -8.22 3.05
C -1.83 -8.19 2.21
C -2.03 -7.06 1.43
C -1.13 -6.02 1.53
H 0.98 -7.11 3.73
H -0.53 -9.08 3.68
H -2.51 -9.03 2.16
H -2.88 -6.99 0.75
H -1.26 -5.13 0.92
N -4.34 1.45 7.17
C -3.86 0.73 6.16
C -3.60 1.25 4.90
C -3.87 2.59 4.67
C -4.38 3.35 5.71
C -4.60 2.74 6.93
H -3.66 -0.31 6.37
H -3.20 0.62 4.12
H -3.69 3.03 3.69
H -4.61 4.40 5.58
H -4.99 3.30 7.77
*
```

---

No. 2
The following is a DFT calculation (ωB97M-V/def2-TZVPD) of 3 unconnected molecules or ions with the total composition C38H48N6O8 in a non-equilibrium geometry.

**E_HOMO**: -8.28 eV
**Maximum force**: 6.94 eV/Å
**LUMO**: -0.95 eV
**Electronic energy**: -2406.19029 a.u.
**SMILES**: [H]/N=C(\N)NCCCCc1cc(CCCC#C)c2c(c1CCCC)C(=O)c1cc(-c3cccnc3)c(CC)c(COO)c1C2=O.C[N+](=O)[O-].C[N+](=O)[O-]
**HOMO-LUMO gap**: 7.3 eV

ORCA input file:
```
! RIJCOSX wB97M-V def2-TZVPD def2/J DEFGRID3
* xyz 0 1
H -6.23 -0.39 2.08
N -6.31 -1.26 1.50
C -5.08 -1.63 1.10
N -3.96 -0.73 1.56
N -4.90 -2.80 0.22
C -4.59 -4.06 0.97
C -3.06 -4.50 0.54
C -3.10 -5.63 -0.61
C -1.66 -5.97 -1.28
C -0.57 -4.79 -1.18
C 0.73 -4.92 -0.27
C 1.75 -3.71 -0.16
C 3.04 -3.83 0.81
C 3.12 -2.63 1.90
C 3.98 -3.06 3.24
C 5.38 -3.64 2.70
C 6.57 -4.13 2.43
C 1.44 -2.40 -1.00
C 0.14 -2.28 -1.94
C -0.87 -3.48 -2.04
C -2.15 -3.29 -3.01
C -1.89 -3.68 -4.55
C -0.69 -4.73 -4.81
C 0.62 -3.96 -5.40
C -0.09 -0.88 -2.74
O -0.51 -0.81 -3.95
C 0.24 0.45 -1.86
C -0.69 1.71 -1.92
C -0.31 2.94 -0.98
C -1.32 4.19 -1.04
C -0.77 5.65 -1.23
C -1.95 6.68 -1.27
C -3.40 6.19 -1.08
N -3.95 4.88 -0.89
C -2.84 3.96 -0.91
C 0.97 2.86 -0.05
C 1.31 4.12 0.91
C 0.17 4.07 2.11
C 1.90 1.56 -0.02
C 3.19 1.52 0.94
O 2.72 1.40 2.33
O 1.79 0.41 2.26
C 1.54 0.33 -0.93
C 2.38 -1.07 -0.96
O 3.65 -1.15 -0.98
H -3.41 -0.38 0.76
H -3.38 -1.20 2.27
H -5.66 -2.92 -0.47
H -5.35 -4.91 0.83
H -4.52 -3.78 2.10
H -2.57 -3.50 0.20
H -2.44 -4.87 1.44
H -3.49 -6.61 -0.12
H -3.92 -5.35 -1.39
H -1.31 -6.98 -0.86
H -1.85 -6.14 -2.42
H 0.86 -5.91 0.31
H 2.87 -4.81 1.43
H 4.02 -3.99 0.23
H 3.61 -1.67 1.50
H 2.04 -2.43 2.31
H 3.39 -3.81 3.89
H 4.25 -2.10 3.84
H 7.58 -4.70 2.45
H -3.09 -3.86 -2.66
H -2.46 -2.17 -3.00
H -1.70 -2.76 -5.23
H -2.86 -4.18 -4.97
H -0.46 -5.43 -3.93
H -1.05 -5.43 -5.68
H 1.17 -3.43 -4.55
H 0.23 -3.16 -6.17
H 1.28 -4.71 -6.00
H -1.61 1.67 -2.61
H 0.35 5.86 -1.34
H -1.73 7.80 -1.43
H -4.20 7.04 -1.08
H -3.16 2.85 -0.81
H 2.32 4.02 1.46
H 1.33 5.13 0.37
H -0.84 4.46 1.74
H 0.03 2.94 2.33
H 0.57 4.59 3.06
H 3.72 2.55 0.83
H 3.96 0.71 0.68
H 1.79 -0.05 3.14
C 5.83 6.27 1.57
N 4.59 5.46 1.63
O 3.98 5.44 2.69
O 4.26 4.86 0.61
H 5.99 6.74 2.54
H 6.65 5.59 1.32
H 5.69 7.02 0.79
C -1.46 7.38 4.15
N -0.39 7.71 3.16
O 0.56 8.37 3.56
O -0.55 7.29 2.02
H -1.19 7.82 5.11
H -2.39 7.81 3.78
H -1.52 6.30 4.21
*
```